(1)
Formula: C48H123N7O20
Source: OMol25
Level of theory: the ωB97M-V functional and the def2-TZVPD basis

Element x y z (Å)
C  -10.192  5.608  -16.160
C  -10.424  6.690  -15.041
O  -10.356  6.038  -13.812
O  -10.639  6.019  -17.385
H  -10.613  4.653  -15.843
H  -9.130  5.371  -16.216
H  -11.414  7.139  -15.117
H  -9.819  7.590  -15.152
H  -10.626  6.682  -13.153
H  -10.175  5.498  -18.045
C  -5.768  5.989  -22.402
C  -5.138  5.064  -23.454
O  -6.037  4.071  -23.917
O  -6.679  6.888  -22.997
H  -4.927  6.513  -21.948
H  -6.154  5.287  -21.664
H  -4.219  4.605  -23.089
H  -4.880  5.646  -24.339
H  -6.724  4.521  -24.414
H  -7.291  6.464  -23.603
C  -6.575  13.102  -19.586
C  -6.951  14.499  -20.051
O  -5.798  15.186  -20.433
O  -5.654  13.174  -18.487
H  -6.059  12.579  -20.391
H  -7.453  12.489  -19.382
H  -7.246  15.102  -19.192
H  -7.810  14.489  -20.723
H  -5.235  15.185  -19.656
H  -5.483  12.272  -18.205
C  -15.841  7.680  -15.778
O  -16.325  8.412  -16.873
C  -15.746  9.633  -17.320
C  -16.746  10.376  -18.304
N  -16.310  11.648  -18.742
C  -17.316  12.509  -19.421
C  -17.116  14.003  -19.257
O  -15.861  14.378  -19.737
C  -15.373  15.668  -19.379
H  -15.964  6.640  -16.081
H  -16.368  7.887  -14.847
H  -14.798  7.976  -15.663
H  -14.811  9.281  -17.755
H  -15.472  10.216  -16.440
H  -17.683  10.465  -17.755
H  -16.931  9.727  -19.161
H  -15.479  11.536  -19.304
H  -18.266  12.201  -18.982
H  -17.327  12.218  -20.471
H  -17.289  14.277  -18.217
H  -17.844  14.585  -19.823
H  -15.386  15.868  -18.307
H  -15.566  16.454  -20.108
H  -14.341  15.434  -19.640
C  2.325  10.046  -22.804
O  0.985  10.579  -22.812
C  0.854  11.793  -23.550
C  -0.357  12.714  -23.101
N  -1.657  11.981  -23.060
C  -2.845  12.725  -22.628
C  -4.219  12.147  -23.111
O  -4.354  10.803  -22.623
C  -5.570  10.173  -22.813
H  2.301  9.254  -22.055
H  3.013  10.835  -22.500
H  2.538  9.627  -23.788
H  0.744  11.644  -24.625
H  1.774  12.372  -23.484
H  -0.420  13.499  -23.855
H  -0.114  13.201  -22.157
H  -1.538  11.303  -22.321
H  -2.810  13.688  -23.139
H  -2.996  12.872  -21.559
H  -4.173  12.095  -24.199
H  -5.021  12.779  -22.729
H  -6.368  10.741  -22.335
H  -5.512  9.196  -22.331
H  -5.832  10.154  -23.870
C  -13.168  13.278  -25.115
O  -12.607  14.092  -26.139
C  -11.292  14.544  -25.937
C  -10.200  13.628  -26.597
N  -8.829  13.866  -26.141
C  -7.896  12.815  -26.689
C  -6.486  13.157  -26.329
O  -5.851  14.048  -27.216
C  -4.441  14.117  -27.068
H  -14.203  13.141  -25.428
H  -13.277  13.705  -24.118
H  -12.727  12.282  -25.101
H  -11.035  14.642  -24.882
H  -11.293  15.557  -26.337
H  -10.229  13.651  -27.687
H  -10.404  12.580  -26.378
H  -8.570  14.724  -26.607
H  -7.974  12.654  -27.764
H  -8.123  11.810  -26.332
H  -6.018  12.173  -26.362
H  -6.361  13.483  -25.297
H  -4.021  14.773  -27.830
H  -3.803  13.252  -27.251
H  -4.052  14.482  -26.117
C  -8.937  12.389  -22.743
O  -8.881  11.278  -21.825
C  -9.229  10.026  -22.301
C  -9.046  8.996  -21.165
N  -9.473  9.565  -19.941
C  -10.757  9.021  -19.511
C  -11.271  9.629  -18.217
O  -11.653  10.989  -18.347
C  -11.962  11.686  -17.187
H  -9.894  12.305  -23.259
H  -8.108  12.489  -23.444
H  -8.964  13.324  -22.184
H  -8.475  9.739  -23.035
H  -10.147  9.969  -22.885
H  -8.008  8.667  -21.130
H  -9.499  8.060  -21.492
H  -9.416  10.550  -20.159
H  -10.648  7.975  -19.223
H  -11.516  9.183  -20.276
H  -10.550  9.447  -17.419
H  -12.158  9.014  -18.066
H  -12.116  12.744  -17.402
H  -11.130  11.727  -16.485
H  -12.795  11.203  -16.677
C  -14.465  10.061  -24.557
O  -15.008  10.657  -23.383
C  -15.128  9.946  -22.152
C  -13.685  9.932  -21.509
N  -13.555  10.758  -20.305
C  -13.561  12.186  -20.612
C  -12.168  12.587  -21.365
O  -11.873  13.940  -21.346
C  -11.172  14.339  -20.171
H  -13.417  9.846  -24.350
H  -14.644  10.800  -25.337
H  -14.979  9.147  -24.856
H  -15.445  8.906  -22.236
H  -15.762  10.616  -21.572
H  -12.877  10.065  -22.228
H  -13.586  8.891  -21.200
H  -12.707  10.645  -19.768
H  -13.592  12.825  -19.730
H  -14.428  12.538  -21.172
H  -12.301  12.156  -22.358
H  -11.417  12.020  -20.815
H  -11.219  15.422  -20.060
H  -10.123  14.066  -20.052
H  -11.636  13.926  -19.275
C  -7.420  7.853  -18.105
O  -6.067  8.274  -17.955
C  -5.493  9.100  -18.998
C  -4.249  9.846  -18.477
N  -4.553  10.673  -17.324
C  -3.387  11.464  -16.969
C  -3.637  11.922  -15.537
O  -4.089  10.887  -14.661
C  -3.149  10.661  -13.621
H  -7.739  7.108  -17.376
H  -7.493  7.387  -19.087
H  -8.144  8.651  -17.943
H  -6.236  9.857  -19.250
H  -5.282  8.447  -19.845
H  -3.833  10.392  -19.324
H  -3.448  9.119  -18.342
H  -4.646  10.163  -16.456
H  -3.354  12.334  -17.625
H  -2.452  10.940  -17.167
H  -4.437  12.658  -15.617
H  -2.832  12.567  -15.187
H  -2.995  11.565  -13.033
H  -2.215  10.380  -14.107
H  -3.430  9.814  -12.994
C  -14.573  13.694  -16.358
O  -13.561  13.997  -15.409
C  -13.564  13.238  -14.196
C  -12.295  13.364  -13.373
N  -11.237  12.502  -13.861
C  -9.960  12.612  -13.136
C  -8.852  11.799  -13.790
O  -8.779  12.130  -15.196
C  -7.537  11.776  -15.782
H  -15.416  14.382  -16.297
H  -14.981  12.726  -16.065
H  -14.124  13.655  -17.350
H  -13.782  12.227  -14.540
H  -14.403  13.565  -13.583
H  -12.481  12.950  -12.382
H  -11.945  14.391  -13.274
H  -11.130  12.689  -14.848
H  -10.018  12.336  -12.083
H  -9.691  13.667  -13.183
H  -9.025  10.747  -13.564
H  -7.953  11.991  -13.205
H  -7.277  10.718  -15.839
H  -6.639  12.273  -15.415
H  -7.621  12.038  -16.837

E_HOMO: -8.12 eV
ΔE to the lowest compared entry with this formula, charge and spin: 462.7 kJ/mol
Electronic energy: -3790.17542 hartree
SMILES string: COCCNCCOC.COCCNCCOC.COCCNCCOC.COCCNCCOC.COCCNCCOC.COCCNCCOC.COCCNCCOC.OCCO.OCCO.OCCO



(2)
Formula: C34H31IN6O3Pd
Source: OMol25
Level of theory: the ωB97M-V functional and the def2-TZVPD basis

Element x y z (Å)
Pd  0.146  -1.372  0.671
C  2.237  3.364  2.405
C  1.259  2.839  3.234
C  0.969  1.491  3.196
C  1.626  0.651  2.292
C  2.608  1.188  1.455
C  2.917  2.533  1.528
N  1.272  -0.693  2.198
C  1.398  -1.519  3.261
C  2.061  -1.220  4.457
C  2.268  -2.213  5.393
C  1.841  -3.519  5.154
C  1.172  -3.842  3.991
C  0.906  -2.838  3.052
N  0.269  -3.035  1.873
N  -0.365  -4.154  1.663
C  -0.567  -4.526  0.400
C  -1.208  -5.751  0.119
C  -1.421  -6.100  -1.189
C  -0.993  -5.238  -2.200
C  -0.355  -4.061  -1.842
N  -0.139  -3.706  -0.593
H  2.474  4.417  2.450
H  0.711  3.486  3.902
H  0.219  1.064  3.846
H  3.125  0.534  0.764
H  3.699  2.934  0.899
H  2.431  -0.221  4.627
H  2.775  -1.977  6.316
H  2.032  -4.288  5.886
H  0.843  -4.849  3.787
H  -1.489  -6.387  0.940
H  -1.915  -7.027  -1.440
H  -1.168  -5.475  -3.236
H  -0.030  -3.355  -2.594
C  0.882  4.762  -5.349
C  1.997  3.978  -4.660
N  1.625  3.605  -3.302
C  2.324  4.224  -2.199
C  2.019  5.715  -2.073
C  0.765  2.570  -3.176
O  0.357  1.931  -4.122
C  0.265  2.250  -1.792
C  -0.641  3.094  -1.155
C  -1.207  2.691  0.042
C  -0.849  1.461  0.566
N  0.026  0.659  -0.038
C  0.560  1.031  -1.194
H  1.152  4.961  -6.382
H  0.692  5.709  -4.850
H  -0.025  4.164  -5.340
H  2.921  4.556  -4.623
H  2.175  3.056  -5.221
H  3.403  4.087  -2.348
H  2.043  3.707  -1.278
H  2.271  6.236  -2.993
H  2.603  6.147  -1.263
H  0.963  5.871  -1.867
H  -0.908  4.039  -1.604
H  -1.926  3.312  0.553
H  -1.275  1.104  1.501
H  1.232  0.325  -1.672
I  -6.674  -4.299  1.955
C  -5.200  -3.221  0.885
C  -4.044  -2.829  1.537
C  -3.081  -2.125  0.832
C  -3.282  -1.831  -0.510
C  -4.454  -2.225  -1.141
C  -5.422  -2.923  -0.447
C  -2.251  -1.118  -1.363
O  -2.627  -0.412  -2.288
O  -1.031  -1.351  -1.093
H  -3.895  -3.070  2.579
H  -2.167  -1.787  1.350
H  -4.586  -1.966  -2.181
H  -6.336  -3.221  -0.938

E_HOMO (spin up / spin down): -7.43 / -7.43 eV
Electronic energy: -2294.03833 hartree



(3)
Formula: C4H12NO2
Source: OMol25
Level of theory: the ωB97M-V functional and the def2-TZVPD basis

Element x y z (Å)
C  2.527  0.705  0.249
C  1.475  -0.039  1.030
C  0.198  -0.172  0.664
N  -0.784  -0.797  1.424
C  -1.993  -1.199  0.896
H  3.365  0.024  0.029
H  2.189  1.096  -0.692
H  2.942  1.440  0.927
H  1.742  -0.256  2.063
H  -0.151  0.060  -0.323
H  -0.565  -1.003  2.385
H  -2.258  -0.705  -0.032
H  -2.580  -1.930  1.399
H  -1.910  2.859  0.548
H  -1.918  2.849  -0.952
O  -1.415  2.511  -0.202
H  0.286  -2.374  -3.029
H  -1.051  -1.574  -3.210
O  -0.098  -1.497  -3.174

Spin multiplicity: 2
E_HOMO (spin up / spin down): -5.88 / -8.07 eV
ΔE to the lowest compared entry with this formula, charge and spin: 36.4 kJ/mol
Electronic energy: -364.74595 hartree



(4)
Formula: C15H30BrN2O8PS
Source: OMol25
Level of theory: the ωB97M-V functional and the def2-TZVPD basis

Element x y z (Å)
C  1.927  0.244  2.894
C  1.790  1.128  1.679
C  3.151  1.388  1.121
C  1.074  2.401  2.098
C  1.797  3.658  1.709
C  -0.301  2.564  1.552
O  -1.138  1.389  1.641
C  -2.378  1.764  1.756
Br  -2.881  3.236  0.521
O  -2.538  2.188  3.093
C  -3.722  1.881  3.570
O  -4.286  2.415  4.428
O  -4.213  0.813  2.882
C  -3.550  0.748  1.652
P  -3.409  -1.049  1.192
O  -3.453  -1.072  -0.397
O  -4.828  -1.565  1.662
S  -2.078  -2.170  1.938
H  0.978  -0.100  3.225
H  2.541  -0.583  2.626
H  2.427  0.773  3.675
H  1.218  0.593  0.953
H  3.595  0.480  0.816
H  3.826  1.833  1.830
H  3.111  2.021  0.262
H  0.998  2.430  3.165
H  1.266  4.517  2.063
H  1.832  3.745  0.643
H  2.774  3.694  2.125
H  -0.745  3.377  2.088
H  -0.232  2.869  0.530
H  -4.198  1.134  0.885
H  -4.204  -0.555  -0.693
H  -5.522  -0.928  1.483
C  1.216  -4.726  -1.298
O  1.581  -4.036  -0.373
N  -0.049  -4.830  -1.711
C  -0.422  -5.690  -2.814
C  -1.089  -4.061  -1.031
H  1.916  -5.352  -1.880
H  -0.881  -5.103  -3.613
H  -1.137  -6.444  -2.479
H  0.457  -6.193  -3.210
H  -0.885  -2.993  -1.107
H  -1.124  -4.321  0.024
H  -2.046  -4.283  -1.494
C  1.632  1.952  -2.123
O  2.522  2.607  -1.618
N  1.784  1.152  -3.186
C  0.684  0.387  -3.739
C  3.100  1.054  -3.796
H  0.599  1.957  -1.728
H  0.912  -0.680  -3.700
H  0.512  0.673  -4.778
H  -0.222  0.573  -3.168
H  3.823  0.690  -3.066
H  3.429  2.035  -4.138
H  3.060  0.371  -4.640

E_HOMO: -9.22 eV
Electronic energy: -4614.58695 hartree
SMILES string: CC(C)[C@@H](C)CO[C@]1(Br)OC(=O)O[C@@H]1P(O)(O)=S.CN(C)C=O.CN(C)C=O



(5)
Formula: C4H7NO
Source: OMol25
Level of theory: the ωB97M-V functional and the def2-TZVPD basis

Element x y z (Å)
O  -2.553  -0.873  0.301
C  -1.356  -0.752  0.403
C  -0.680  0.553  0.826
N  0.583  0.848  0.184
C  0.563  0.362  -1.163
C  1.592  -0.144  -0.173
H  -0.688  -1.640  0.351
H  -0.561  0.497  1.911
H  -1.353  1.385  0.583
H  0.727  1.013  -2.027
H  -0.405  -0.284  -1.250
H  1.526  -1.211  0.037
H  2.605  0.246  0.018

E_HOMO: -9.22 eV
ΔE to the lowest compared entry with this formula, charge and spin: 308.4 kJ/mol
Electronic energy: -286.51420 hartree
SMILES string: O=CCN1CC1



(6)
Formula: C4H4O
Source: OMol25
Level of theory: the ωB97M-V functional and the def2-TZVPD basis

Element x y z (Å)
C  1.300  -1.123  -1.062
C  0.513  -0.163  -0.642
C  -0.253  0.737  -0.163
C  -1.098  1.313  0.673
O  -1.742  0.606  1.636
H  1.208  -2.100  -0.598
H  -1.424  -0.306  1.559
H  2.059  -0.999  -1.825
H  -1.375  2.359  0.696

E_HOMO: -8.46 eV
ΔE to the lowest compared entry with this formula, charge and spin: 214.2 kJ/mol
Electronic energy: -229.94637 hartree
SMILES string: C=C=C=CO



(7)
Formula: C4H4N3S
Source: OMol25
Level of theory: the ωB97M-V functional and the def2-TZVPD basis

Element x y z (Å)
C  -0.417  1.248  -0.121
C  1.450  0.042  -0.664
C  -1.243  0.069  0.098
C  1.241  -1.061  0.317
N  -3.623  0.291  0.214
N  0.777  1.132  -0.523
N  -2.511  0.179  0.210
S  -0.418  -1.517  -0.169
H  -0.723  2.118  0.308
H  2.383  0.058  -1.320
H  1.941  -2.031  0.331
H  1.142  -0.528  1.319

E_HOMO (spin up / spin down): -13.87 / -13.87 eV
ΔE to the lowest compared entry with this formula, charge and spin: 0.0 kJ/mol
Charge: +1
Electronic energy: -716.89317 hartree
SMILES string: N#[N+]C1=CN=CCS1



(8)
Formula: C2H6FNO
Source: OMol25
Level of theory: the ωB97M-V functional and the def2-TZVPD basis

Element x y z (Å)
C  0.670  -0.809  0.382
C  -0.348  0.263  0.730
N  -0.712  1.255  -0.830
O  -1.590  -0.275  1.050
F  0.016  1.070  1.643
H  0.521  -1.757  0.868
H  0.561  -0.877  -0.719
H  1.674  -0.390  0.562
H  -0.488  2.081  -0.398
H  0.220  1.245  -1.321
H  -2.168  0.475  0.746

E_HOMO: -10.28 eV
ΔE to the lowest compared entry with this formula, charge and spin: 156.0 kJ/mol
Electronic energy: -309.60639 hartree



Q: Look up the electronic energy of the fifth one.
A: -286.51420 hartree



Copy entry 8 word for word.
Formula: C2H6FNO
Source: OMol25
Level of theory: the ωB97M-V functional and the def2-TZVPD basis

Element x y z (Å)
C  0.670  -0.809  0.382
C  -0.348  0.263  0.730
N  -0.712  1.255  -0.830
O  -1.590  -0.275  1.050
F  0.016  1.070  1.643
H  0.521  -1.757  0.868
H  0.561  -0.877  -0.719
H  1.674  -0.390  0.562
H  -0.488  2.081  -0.398
H  0.220  1.245  -1.321
H  -2.168  0.475  0.746

E_HOMO: -10.28 eV
ΔE to the lowest compared entry with this formula, charge and spin: 156.0 kJ/mol
Electronic energy: -309.60639 hartree



Repeat the fourth record exactly.
Formula: C15H30BrN2O8PS
Source: OMol25
Level of theory: the ωB97M-V functional and the def2-TZVPD basis

Element x y z (Å)
C  1.927  0.244  2.894
C  1.790  1.128  1.679
C  3.151  1.388  1.121
C  1.074  2.401  2.098
C  1.797  3.658  1.709
C  -0.301  2.564  1.552
O  -1.138  1.389  1.641
C  -2.378  1.764  1.756
Br  -2.881  3.236  0.521
O  -2.538  2.188  3.093
C  -3.722  1.881  3.570
O  -4.286  2.415  4.428
O  -4.213  0.813  2.882
C  -3.550  0.748  1.652
P  -3.409  -1.049  1.192
O  -3.453  -1.072  -0.397
O  -4.828  -1.565  1.662
S  -2.078  -2.170  1.938
H  0.978  -0.100  3.225
H  2.541  -0.583  2.626
H  2.427  0.773  3.675
H  1.218  0.593  0.953
H  3.595  0.480  0.816
H  3.826  1.833  1.830
H  3.111  2.021  0.262
H  0.998  2.430  3.165
H  1.266  4.517  2.063
H  1.832  3.745  0.643
H  2.774  3.694  2.125
H  -0.745  3.377  2.088
H  -0.232  2.869  0.530
H  -4.198  1.134  0.885
H  -4.204  -0.555  -0.693
H  -5.522  -0.928  1.483
C  1.216  -4.726  -1.298
O  1.581  -4.036  -0.373
N  -0.049  -4.830  -1.711
C  -0.422  -5.690  -2.814
C  -1.089  -4.061  -1.031
H  1.916  -5.352  -1.880
H  -0.881  -5.103  -3.613
H  -1.137  -6.444  -2.479
H  0.457  -6.193  -3.210
H  -0.885  -2.993  -1.107
H  -1.124  -4.321  0.024
H  -2.046  -4.283  -1.494
C  1.632  1.952  -2.123
O  2.522  2.607  -1.618
N  1.784  1.152  -3.186
C  0.684  0.387  -3.739
C  3.100  1.054  -3.796
H  0.599  1.957  -1.728
H  0.912  -0.680  -3.700
H  0.512  0.673  -4.778
H  -0.222  0.573  -3.168
H  3.823  0.690  -3.066
H  3.429  2.035  -4.138
H  3.060  0.371  -4.640

E_HOMO: -9.22 eV
Electronic energy: -4614.58695 hartree
SMILES string: CC(C)[C@@H](C)CO[C@]1(Br)OC(=O)O[C@@H]1P(O)(O)=S.CN(C)C=O.CN(C)C=O



Q: Which value of electronic energy does entry 3 give?
A: -364.74595 hartree